[1]
# C48H79N7O10

A 12-piece molecular cluster, C48H79N7O10 overall (ωB97M-V with the def2-TZVPD basis set, the OMol25 dataset).

Positions of all 144 atoms, in Å:
O (3.66183, 1.32491, -0.52561)
C (3.86273, 1.52709, 0.64191)
C (4.04258, 0.51408, 1.79519)
C (3.51154, 1.37207, 3.02393)
C (4.04181, 2.72204, 2.61956)
O (4.11176, 2.78465, 1.14893)
H (3.53462, -0.40162, 1.50915)
H (5.14820, 0.24839, 1.84901)
H (2.43035, 1.23592, 3.03354)
H (3.82629, 1.18206, 4.02653)
H (3.57426, 3.63999, 2.91747)
H (5.04745, 2.81003, 2.97322)
O (8.08277, -0.87479, -3.96554)
C (6.94288, -0.75804, -4.34713)
C (6.30590, 0.40804, -4.99336)
C (4.82178, 0.27844, -4.74359)
C (4.69004, -1.30521, -4.55971)
O (6.03105, -1.77228, -4.11815)
H (6.52713, 1.32091, -4.51194)
H (6.55395, 0.51030, -6.04059)
H (4.40932, 0.84139, -3.92059)
H (4.13027, 0.54326, -5.52555)
H (4.00642, -1.62849, -3.78164)
H (4.39638, -1.79863, -5.49545)
O (-0.37999, -0.36218, -3.69079)
C (-0.06924, -1.53152, -3.56873)
C (-0.39207, -2.70545, -4.45570)
C (0.62204, -3.71037, -4.01574)
C (1.10431, -3.29517, -2.62661)
O (0.78803, -1.88425, -2.56902)
H (-1.46899, -2.92580, -4.35883)
H (-0.30327, -2.43292, -5.46764)
H (0.08485, -4.72529, -3.97334)
H (1.47451, -3.78267, -4.70433)
H (0.57378, -3.83082, -1.81253)
H (2.17167, -3.44823, -2.41615)
O (2.64535, -2.21818, 0.51638)
C (3.23447, -3.24026, 0.22611)
C (4.61701, -3.32547, -0.29127)
C (4.62138, -4.67193, -0.93811)
C (3.64561, -5.43383, -0.00887)
O (2.64550, -4.48830, 0.22948)
H (4.94813, -2.54169, -0.96083)
H (5.34259, -3.25820, 0.55874)
H (4.26102, -4.54794, -1.95108)
H (5.56300, -5.14556, -1.00018)
H (3.29698, -6.30189, -0.49642)
H (4.20751, -5.58343, 0.88071)
O (-0.91727, 2.47320, 2.16434)
C (-0.79281, 1.63901, 1.30114)
C (-1.82870, 1.05297, 0.40627)
C (-1.05137, -0.14148, -0.13612)
C (0.36816, 0.34929, -0.22571)
O (0.44047, 1.23865, 0.87068)
H (-2.69294, 0.74010, 1.01124)
H (-2.17384, 1.85167, -0.25702)
H (-1.00245, -0.90689, 0.70447)
H (-1.40685, -0.65939, -1.03759)
H (1.11423, -0.42459, -0.02093)
H (0.70644, 0.82475, -1.15282)
C (-4.54481, 0.30884, -4.04009)
C (-4.74968, 1.41182, -3.06813)
C (-6.03146, 1.20024, -2.20422)
C (-7.20610, 0.96282, -3.03889)
N (-8.15013, 0.87895, -3.69930)
H (-3.56735, 0.36468, -4.46817)
H (-5.32077, 0.36408, -4.84729)
H (-4.62832, -0.64307, -3.52442)
H (-4.66113, 2.33235, -3.62874)
H (-3.89365, 1.47353, -2.31871)
H (-6.09886, 2.08726, -1.57583)
H (-5.86830, 0.32287, -1.56303)
C (1.22271, 5.13632, 2.87746)
C (-0.00276, 6.00775, 2.55752)
C (-1.34988, 5.46722, 2.99898)
C (-1.30119, 5.25004, 4.43299)
N (-1.26412, 5.07371, 5.56985)
H (1.97796, 5.28389, 2.07638)
H (0.99128, 4.11130, 2.81848)
H (1.66026, 5.44894, 3.88095)
H (-0.00562, 6.20585, 1.48516)
H (0.19005, 7.01917, 2.97981)
H (-1.47006, 4.45818, 2.48456)
H (-2.14817, 6.13966, 2.63435)
C (0.31727, 0.12391, 4.52475)
C (-0.43577, -0.01151, 5.80513)
C (-1.69780, 0.91528, 5.89073)
C (-2.61879, 0.48164, 4.82841)
N (-3.30775, 0.15350, 3.97865)
H (-0.19850, -0.18565, 3.62842)
H (1.26101, -0.36370, 4.61368)
H (0.70017, 1.15193, 4.31626)
H (0.21560, 0.21244, 6.71913)
H (-0.78633, -1.03725, 5.92777)
H (-1.39219, 1.95121, 5.85272)
H (-2.15976, 0.65176, 6.86797)
C (-2.74217, -2.91597, -2.20546)
C (-3.22613, -4.24117, -2.81199)
C (-2.88684, -5.50135, -1.97801)
C (-1.46719, -5.86880, -1.89140)
N (-0.33646, -6.13180, -1.83189)
H (-2.81297, -2.08758, -2.89272)
H (-1.68640, -2.96899, -2.03316)
H (-3.30394, -2.65182, -1.24652)
H (-2.78187, -4.45229, -3.80404)
H (-4.31762, -4.21186, -2.88852)
H (-3.40206, -6.31590, -2.48664)
H (-3.12998, -5.36768, -0.92956)
C (2.39608, 5.24049, -1.75288)
C (1.85353, 3.84228, -1.60627)
C (2.29768, 2.95551, -2.76012)
C (1.77068, 3.19455, -4.12495)
N (1.32966, 3.48643, -5.14597)
H (1.89306, 5.80280, -2.50925)
H (3.45513, 5.22203, -2.08282)
H (2.27257, 5.81320, -0.86129)
H (0.75448, 3.82009, -1.63842)
H (2.13059, 3.34041, -0.66992)
H (1.98460, 1.90644, -2.67445)
H (3.36860, 2.89455, -2.73123)
C (-0.35255, -4.01154, 0.94421)
C (-1.77444, -4.18788, 1.43367)
C (-1.72322, -4.71097, 2.89042)
C (-0.93949, -3.99687, 3.87551)
N (-0.24856, -3.49858, 4.66924)
H (0.26295, -4.93734, 1.03127)
H (0.28505, -3.32851, 1.48396)
H (-0.29936, -3.79911, -0.13371)
H (-2.35329, -4.87419, 0.83551)
H (-2.22317, -3.18318, 1.39579)
H (-1.23756, -5.67395, 2.88019)
H (-2.73518, -4.83338, 3.24802)
C (-5.88196, 2.51996, 4.61309)
C (-5.29097, 3.82760, 4.09773)
C (-4.14174, 3.58607, 3.04383)
C (-4.73977, 2.92166, 1.88653)
N (-5.33607, 2.48858, 1.01226)
H (-6.43583, 2.73322, 5.51743)
H (-5.15794, 1.76943, 4.88524)
H (-6.46928, 2.04576, 3.78197)
H (-4.79743, 4.36900, 4.90128)
H (-6.11666, 4.33955, 3.62851)
H (-3.34639, 3.00661, 3.42179)
H (-3.72577, 4.54411, 2.69766)

Frontier orbital gap (eV): 10.7
Net charge: 0
E_HOMO (eV): -10.45
SMILES: O=C1CCCO1.O=C1CCCO1.O=C1CCCO1.O=C1CCCO1.O=C1CCCO1.CCCC#N.CCCC#N.CCCC#N.CCCC#N.CCCC#N.CCCC#N.CCCC#N
Calculated total energy (a.u.): -3012.01120



[2]
# C3H3BrO

The molecule C3H3BrO (ωB97M-V with the def2-TZVPD basis set, the OMol25 dataset).

Positions of all 8 atoms, in Å:
C (-0.24474, 0.34518, -0.23231)
C (-1.47754, 0.25626, 0.35134)
C (1.15447, -0.14914, 0.21448)
O (-0.59085, 0.98038, -1.29604)
Br (-2.98902, -0.52634, -0.18913)
H (1.10284, -0.04369, 1.26326)
H (2.02578, 0.33675, -0.17553)
H (1.01905, -1.19941, 0.06393)

Frontier orbital gap (eV): 8.0
Relative energy (zero: lowest compared OMol25 entry of this formula, charge and spin) (kJ/mol): 316.1
Net charge: 0
E_HOMO (eV): -8.66
Calculated total energy (a.u.): -2765.21212